(1)
78
Properties=species:S:1:pos:R:3 method="wB97M-V/def2-TZVPD" lumo_energy_ha="-0.100 / -0.296" homo_lumo_gap_ev="8.31 / 2.96" multiplicity=2 total_charge=+1
C 3.30 -4.50 0.22
C 2.15 -5.01 -0.62
O 1.22 -4.01 -0.44
C 1.26 -3.46 0.74
O 0.51 -2.58 1.26
O 2.53 -3.93 1.23
H 3.82 -3.70 -0.31
H 4.01 -5.19 0.67
H 1.72 -5.96 -0.29
H 2.42 -5.16 -1.67
C -0.06 0.09 3.65
C -0.14 0.77 4.99
O 0.70 0.53 5.84
N -1.18 1.57 5.22
C -1.43 2.26 6.51
H -1.02 0.11 3.13
H 0.18 -0.97 3.71
H 0.84 0.51 3.21
H -1.72 1.77 4.38
H -2.03 3.14 6.31
H -0.56 2.86 6.76
H -1.69 1.61 7.34
C -1.91 4.87 -1.77
C -1.50 6.18 -2.51
O -0.79 6.12 -3.51
N -1.93 7.33 -1.99
C -1.51 8.60 -2.56
H -1.56 4.87 -0.74
H -1.40 4.03 -2.23
H -2.99 4.69 -1.78
H -2.27 7.46 -1.05
H -0.44 8.52 -2.38
H -2.06 9.40 -2.07
H -1.72 8.76 -3.62
C -3.47 2.36 0.50
C -3.34 1.75 1.95
O -2.85 2.44 2.78
N -3.81 0.52 2.19
C -3.83 -0.20 3.46
H -4.45 2.20 0.04
H -2.86 1.79 -0.20
H -3.23 3.42 0.37
H -4.17 0.00 1.41
H -3.25 0.25 4.26
H -3.56 -1.25 3.40
H -4.82 -0.11 3.92
C 6.68 -2.48 -1.35
C 5.79 -2.33 -2.58
O 5.74 -3.15 -3.40
N 5.12 -1.21 -2.73
C 4.36 -0.83 -3.91
H 7.74 -2.46 -1.62
H 6.52 -3.33 -0.70
H 6.42 -1.66 -0.67
H 5.31 -0.46 -2.08
H 3.73 0.06 -3.85
H 3.72 -1.63 -4.28
H 5.02 -0.66 -4.76
C -1.51 -5.45 -2.33
C -1.63 -4.03 -1.87
O -0.93 -3.09 -2.38
N -2.57 -3.78 -0.99
C -2.88 -2.57 -0.23
H -1.65 -5.32 -3.40
H -2.11 -6.19 -1.79
H -0.48 -5.65 -2.06
H -3.12 -4.55 -0.65
H -3.93 -2.31 -0.37
H -2.26 -1.71 -0.48
H -2.75 -2.77 0.83
Cl -0.73 1.38 -1.89
C 0.89 0.60 -2.19
C 1.36 -0.15 -0.95
Cl 1.72 0.96 0.38
H 1.61 1.40 -2.41
H 0.96 0.05 -3.13
H 2.28 -0.68 -1.18
H 0.47 -0.73 -0.68

=====

(2)
72
Properties=species:S:1:pos:R:3 method="wB97M-V/def2-TZVPD" lumo_energy_ha=0.086 homo_lumo_gap_ev=7.39 total_charge=-1
C -5.67 -3.24 4.25
C -6.32 -3.21 2.86
C -5.40 -3.52 1.69
Cl -5.11 -5.30 1.65
N -4.16 -2.77 1.54
I -2.58 -3.35 2.74
C -4.39 -1.31 1.50
C -5.10 -0.95 0.18
C -6.56 -0.50 0.21
C -6.95 0.42 1.34
F -7.44 -1.62 0.21
C -3.01 -0.54 1.49
O -2.80 0.17 2.48
O -2.32 -0.72 0.47
H -6.45 -3.36 5.00
H -4.98 -4.08 4.35
H -5.14 -2.32 4.48
H -7.12 -3.95 2.85
H -6.80 -2.24 2.71
H -5.95 -3.35 0.76
H -4.91 -0.94 2.38
H -4.55 -0.15 -0.32
H -5.03 -1.80 -0.50
H -6.76 0.03 -0.73
H -7.97 0.79 1.20
H -6.88 -0.04 2.33
H -6.27 1.28 1.34
C 2.88 3.14 -0.27
C 1.54 3.80 -0.57
O 0.68 3.03 -1.38
C 0.32 1.76 -0.85
C -0.41 1.78 0.48
H 3.38 2.87 -1.20
H 3.52 3.82 0.29
H 2.75 2.23 0.32
H 1.71 4.72 -1.13
H 1.04 4.08 0.36
H 1.20 1.11 -0.78
H -0.34 1.31 -1.59
H 0.21 2.18 1.29
H -0.71 0.76 0.74
H -1.31 2.39 0.42
C 2.16 -1.94 -5.26
C 2.04 -3.01 -4.19
O 2.25 -2.54 -2.88
C 1.35 -1.53 -2.43
C -0.11 -1.96 -2.41
H 3.13 -1.45 -5.21
H 2.05 -2.39 -6.25
H 1.38 -1.18 -5.17
H 2.80 -3.77 -4.35
H 1.07 -3.52 -4.26
H 1.49 -0.61 -3.01
H 1.67 -1.30 -1.41
H -0.49 -2.16 -3.42
H -0.72 -1.17 -1.97
H -0.24 -2.85 -1.81
C 7.84 3.89 -0.64
C 7.75 3.81 0.88
O 6.55 3.23 1.36
C 6.32 1.89 0.96
C 7.38 0.91 1.43
H 6.98 4.41 -1.05
H 8.75 4.42 -0.93
H 7.88 2.90 -1.09
H 7.75 4.82 1.29
H 8.62 3.30 1.29
H 6.19 1.82 -0.13
H 5.36 1.62 1.40
H 8.36 1.11 0.99
H 7.10 -0.11 1.16
H 7.49 0.96 2.52

=====

(3)
78
Properties=species:S:1:pos:R:3 method="wB97M-V/def2-TZVPD" lumo_energy_ha=-0.188 homo_lumo_gap_ev=5.80 total_charge=+1
N -0.56 0.48 2.66
C -0.88 -0.37 1.57
C -2.21 -1.05 1.52
C -3.20 -0.72 2.71
O -3.38 -1.49 3.59
O -3.81 0.53 2.73
C -3.78 1.19 1.45
C -4.71 2.48 1.49
O -5.29 2.82 0.50
C -2.54 -1.92 0.41
C -1.55 -2.12 -0.65
N -0.35 -1.48 -0.57
C 0.04 -0.63 0.45
P 1.76 0.10 0.37
O 2.72 -0.66 1.19
O 2.34 0.28 -1.17
O 1.66 1.65 1.01
H -0.89 0.03 3.52
H 0.46 0.55 2.80
H -4.22 0.55 0.62
H -2.76 1.58 1.17
H -4.77 3.09 2.45
H -3.52 -2.43 0.34
H -1.77 -2.80 -1.50
H 0.32 -1.62 -1.34
H 1.95 1.13 -1.49
H 0.77 1.98 0.74
C -2.67 3.17 -1.34
C -1.29 3.71 -1.68
C -1.17 4.22 -3.13
O -1.05 3.19 -4.10
C -2.28 2.61 -4.50
N -0.29 2.67 -1.39
H -2.86 2.18 -1.77
H -2.78 3.07 -0.26
H -3.46 3.85 -1.69
H -1.10 4.56 -1.02
H -0.24 4.80 -3.20
H -1.99 4.90 -3.38
H -3.09 3.34 -4.52
H -2.54 1.77 -3.85
H -2.15 2.21 -5.51
H 0.64 3.07 -1.53
H -0.36 1.97 -2.12
C -1.78 -8.61 -0.07
C -0.92 -7.53 -0.72
C -1.09 -6.14 -0.09
O -2.28 -5.46 -0.46
C -3.43 -5.84 0.28
N -1.20 -7.51 -2.16
H -2.83 -8.53 -0.35
H -1.44 -9.60 -0.36
H -1.72 -8.55 1.02
H 0.13 -7.83 -0.58
H -0.27 -5.50 -0.44
H -0.99 -6.18 1.01
H -3.19 -6.07 1.32
H -3.93 -6.69 -0.19
H -4.13 -5.00 0.27
H -0.55 -6.86 -2.61
H -2.11 -7.07 -2.29
C 4.76 2.44 1.78
C 4.82 3.67 0.88
C 6.24 4.03 0.41
O 7.04 4.67 1.39
C 7.66 3.79 2.31
N 4.18 4.80 1.57
H 5.11 2.65 2.79
H 3.74 2.09 1.87
H 5.36 1.63 1.37
H 4.23 3.44 -0.02
H 6.15 4.75 -0.41
H 6.76 3.15 0.00
H 7.96 2.85 1.84
H 7.01 3.61 3.16
H 8.56 4.28 2.69
H 4.13 5.59 0.93
H 4.82 5.11 2.29